No. 1
The following is a DFT calculation (ωB97M-V/def2-TZVPD) of a 3-piece molecular cluster, CH8N2O overall.

Its expectation value of S² is 0.758. For the HOMO-LUMO gap (spin up / spin down), the calculation gives 6.71 / 6.66 eV. The multiplicity is 2. As for the total charge: -1. The calculation puts the LUMO energy (spin up / spin down) at 4.32 / 4.32 eV.

Element x y z (Å)
N  -1.638126  -0.284371  0.235156
H  -1.487887  -0.346571  -0.758774
H  -2.646694  -0.335516  0.354256
H  -0.825237  -3.188570  0.755372
H  -1.335553  0.551268  0.683839
N  1.403522  1.206170  0.789361
C  1.435935  1.365097  -0.602778
O  1.829136  0.382351  -1.406218
H  1.268676  0.219236  0.961086
H  -0.131107  -3.408066  0.834146
H  0.296048  1.481294  -0.892794
H  1.831292  2.357682  -0.952652

Cartesian forces, eV/Å:
N -1.387 -1.279 0.239
H 0.643 0.527 -0.037
H 0.113 -0.017 0.111
H -0.323 0.156 -0.030
H 0.679 0.722 -0.273
N -0.250 1.196 0.453
C -0.712 -0.807 -1.841
O 0.527 -0.299 0.055
H 0.132 -0.573 -0.207
H 0.344 -0.159 0.034
H 0.161 0.507 0.773
H 0.071 0.025 0.724

Listed below, in e, are the Mulliken charges computed for each atom: -0.642, 0.217, 0.184, -0.063, 0.246, -0.672, -0.116, -0.833, 0.305, 0.054, -0.011, 0.331

No. 2
The following is a DFT calculation (ωB97M-V/def2-TZVPD) of an isolated ion of composition C4H9NO2 and charge -2.

For the HOMO-LUMO gap, the calculation gives 6.29 eV. As for the SMILES: N[C@@H](C[O-])CC[O-]. As for the total charge: -2. The calculation puts the LUMO energy at 7.33 eV.

Element x y z (Å)
N  1.390445  -0.406194  -0.718293
C  0.065090  0.268933  -0.691870
C  -0.873489  -0.460082  -1.690984
O  -0.185603  -0.889865  -2.729031
C  -0.524517  0.206346  0.733691
C  0.360610  0.665098  1.992647
O  -0.248088  0.754857  3.146130
H  1.363959  -1.140833  -0.037025
H  1.448388  -0.846861  -1.686276
H  0.158316  1.301605  -1.027543
H  -1.436372  -1.397649  -1.150010
H  -1.698774  0.216506  -2.015927
H  -0.750331  -0.872693  1.159004
H  -1.463676  0.716863  0.617251
H  1.204689  0.126792  2.229265
H  0.744054  1.737917  1.541625

Cartesian forces, eV/Å:
N 0.150 0.596 -1.506
C 0.080 -1.905 1.579
C -0.756 -1.364 0.372
O 0.633 -0.620 -1.952
C 1.400 -2.216 1.439
C -1.764 3.955 -2.393
O -1.916 0.365 1.770
H -0.057 -0.442 0.297
H -0.494 0.531 1.328
H 0.189 0.226 0.078
H 0.709 1.537 -0.256
H -0.306 0.329 0.475
H -0.012 1.417 -1.644
H -0.618 0.529 0.837
H 2.757 -1.970 -1.115
H 0.005 -0.967 0.691

Listed below, in e, are the Mulliken charges computed for each atom: -0.820, 0.533, -0.560, -0.927, -0.867, -0.362, -0.900, 0.278, 0.310, 0.223, 0.107, 0.200, 0.233, 0.281, 0.198, 0.073

No. 3
The following is a DFT calculation (ωB97M-V/def2-TZVPD) of C7H14 as an isolated structure.

For the HOMO-LUMO gap, the calculation gives 7.65 eV. The calculation puts the LUMO energy at 0.91 eV.

Element x y z (Å)
C  -0.497674  1.666469  0.317934
C  -0.360962  0.225374  -0.088869
C  -1.339705  -0.307903  -1.098403
C  -1.331127  -0.619727  1.659491
C  0.940712  -0.362480  -0.058293
C  2.312215  0.155546  -0.215408
C  1.797630  -1.003473  -1.072914
H  0.142936  1.893565  1.172969
H  -0.145306  2.265571  -0.531972
H  -1.530142  1.942018  0.543111
H  -2.371032  -0.026874  -0.874527
H  -1.051968  0.119859  -2.067870
H  -1.259266  -1.394542  -1.177997
H  -0.887865  -0.332194  2.621349
H  -2.287244  -0.108457  1.533597
H  -1.489360  -1.704978  1.616662
H  -0.046839  -0.653224  0.933038
H  2.490280  1.101967  -0.732889
H  3.063069  -0.067597  0.544230
H  2.206754  -1.997939  -0.888906
H  1.644895  -0.790980  -2.134339

Cartesian forces, eV/Å:
C -0.019 -0.023 0.030
C 0.127 0.080 -0.199
C -0.007 -0.018 0.033
C -0.176 -0.028 0.139
C 0.008 0.029 -0.060
C 0.136 0.162 0.096
C -0.010 -0.174 -0.153
H -0.079 -0.043 -0.118
H -0.040 -0.065 0.101
H 0.128 -0.031 -0.034
H 0.133 -0.022 -0.032
H -0.050 -0.052 0.113
H -0.006 0.156 0.009
H 0.005 -0.009 -0.146
H 0.119 -0.053 -0.002
H 0.061 0.127 -0.046
H -0.054 -0.087 0.159
H -0.068 -0.178 0.067
H -0.152 0.034 -0.145
H -0.074 0.193 -0.010
H 0.018 0.002 0.197

Listed below, in e, are the Mulliken charges computed for each atom: -1.497, 1.436, -1.497, -1.505, -0.338, -0.679, -0.680, 0.318, 0.437, 0.394, 0.394, 0.438, 0.318, 0.366, 0.393, 0.368, 0.407, 0.242, 0.221, 0.222, 0.241

No. 4
The following is a DFT calculation (ωB97M-V/def2-TZVPD) of C36H34IrN8O4S2 as an isolated structure.

For the HOMO-LUMO gap (spin up / spin down), the calculation gives 6.03 / 6.03 eV. As for the total charge: +1. The calculation puts the LUMO energy (spin up / spin down) at -4.46 / -4.46 eV.

Element x y z (Å)
Ir  0.361836  -1.013968  -0.475211
O  -4.131813  -1.570677  -1.161142
C  -4.068485  -1.907592  -2.467391
C  -5.246790  -2.325893  -3.083013
C  -5.246654  -2.699686  -4.408411
C  -4.074345  -2.654004  -5.162339
C  -2.906296  -2.235927  -4.569766
C  -2.876802  -1.864409  -3.218315
C  -1.594703  -1.510209  -2.588930
O  -1.545796  -1.204432  -1.312375
N  -0.530023  -1.543723  -3.310653
N  0.615049  -1.390949  -2.580336
C  1.704999  -1.485139  -3.270801
S  3.286303  -1.497207  -2.551638
C  4.130367  -2.076323  -4.054607
C  3.408133  -1.528419  -5.265286
S  1.611035  -1.664953  -5.000654
H  -3.233712  -1.355102  -0.855874
H  -6.149082  -2.356716  -2.487033
H  -6.167017  -3.036694  -4.867125
H  -4.081800  -2.954600  -6.200637
H  -1.981305  -2.193635  -5.126814
H  4.111153  -3.164225  -4.033549
H  5.160884  -1.729768  -3.997572
H  3.650711  -2.104432  -6.156849
H  3.644773  -0.480307  -5.441947
C  1.282927  3.145294  -5.013430
C  0.758910  2.700981  -3.676617
C  -0.564460  2.936953  -3.340409
C  -1.078540  2.515744  -2.121962
C  -0.269213  1.817631  -1.253179
C  1.061236  1.560205  -1.582314
N  1.814807  0.664412  -0.708334
C  2.202949  1.102834  0.617751
C  2.223172  2.463654  0.895605
C  2.608414  2.914947  2.148296
C  2.936797  2.004014  3.141223
C  2.911454  0.646143  2.857327
C  2.561408  0.182797  1.595795
C  2.551714  -1.318532  1.382533
O  2.944607  -2.041378  2.258934
O  2.122260  -1.737811  0.206213
C  1.602883  2.031238  -2.774739
C  3.061974  1.883684  -3.123419
H  0.492290  3.600581  -5.605243
H  1.684453  2.298460  -5.574150
H  2.087330  3.876347  -4.908710
H  -1.204056  3.462370  -4.038044
H  -2.111926  2.707786  -1.866900
H  -0.652479  1.462829  -0.309221
H  2.571867  0.182804  -1.191237
H  1.945864  3.163975  0.117749
H  2.650140  3.978400  2.341889
H  3.226980  2.348232  4.124806
H  3.151468  -0.096000  3.607019
H  3.652632  1.445706  -2.322681
H  3.479757  2.868933  -3.337615
H  3.190812  1.281274  -4.023653
C  -0.736287  1.613845  2.264735
C  -1.173618  0.195672  2.197057
N  -0.692025  -0.749913  1.403271
C  -1.352434  -1.927304  1.724557
C  -2.242179  -1.679089  2.706071
N  -2.123494  -0.337190  2.997359
C  -2.901584  0.348102  4.010003
N  -2.566617  -0.111817  5.326538
N  -3.572440  -0.430732  6.186722
N  -3.081682  -0.737931  7.315468
C  -1.705116  -0.641328  7.246538
C  -0.724207  -0.885511  8.209592
C  0.586431  -0.721081  7.827333
C  0.928867  -0.329851  6.519523
C  -0.027008  -0.076254  5.560824
C  -1.359130  -0.234599  5.954590
H  0.293043  1.691586  1.938364
H  -0.795315  1.992202  3.283880
H  -1.353206  2.252088  1.629072
H  -1.118451  -2.861313  1.242265
H  -2.935702  -2.318426  3.223773
H  -3.961118  0.135094  3.879809
H  -2.744354  1.421177  3.914943
H  -0.999676  -1.197780  9.207271
H  1.380618  -0.901847  8.538698
H  1.974634  -0.230523  6.259340
H  0.252998  0.217203  4.557391

Cartesian forces, eV/Å:
Ir -0.340 1.123 -2.631
O -0.130 -0.027 0.051
C 0.280 0.009 -0.204
C -0.074 0.032 0.131
C 0.009 0.008 -0.026
C 0.010 0.004 -0.068
C 0.021 0.022 0.110
C -0.249 0.099 0.474
C 0.038 -0.101 -0.724
O 0.781 0.209 1.704
N 0.038 0.064 -0.458
N 1.185 0.003 1.742
C -0.244 -0.121 -0.200
S 0.098 -0.377 -0.076
C -0.023 0.063 0.070
C -0.171 0.090 0.011
S 0.116 -0.094 0.020
H -0.044 0.010 -0.037
H 0.001 -0.005 -0.006
H -0.010 0.012 0.013
H 0.002 0.023 -0.005
H -0.013 -0.041 -0.034
H 0.020 -0.003 -0.017
H 0.010 -0.022 -0.028
H 0.004 0.021 -0.013
H 0.095 -0.026 -0.013
C 0.052 0.035 0.063
C -0.059 0.035 -0.049
C -0.028 -0.018 0.027
C 0.046 0.012 -0.027
C 0.204 0.131 0.168
C -0.021 0.300 -0.342
N -2.447 -1.472 0.448
C 0.339 0.671 0.107
C 0.214 0.017 -0.354
C -0.001 -0.001 0.041
C 0.059 -0.030 -0.046
C -0.084 0.104 0.023
C -0.159 -0.253 0.009
C -0.149 0.281 0.221
O 0.153 -0.209 -0.120
O -0.430 -0.225 0.239
C 0.261 -0.102 0.119
C -0.128 0.148 0.011
H -0.003 -0.010 -0.007
H -0.003 0.012 -0.022
H 0.006 -0.008 -0.004
H 0.007 -0.023 -0.024
H 0.005 0.006 0.013
H -0.097 -0.003 -0.023
H 0.110 0.188 0.031
H 0.021 0.038 0.038
H -0.047 -0.002 0.015
H -0.014 0.002 0.002
H 0.062 -0.001 -0.014
H 0.046 0.019 -0.044
H 0.033 -0.013 0.001
H 0.047 -0.028 0.033
C -0.177 -0.017 0.007
C 0.161 0.087 -0.007
N 0.668 -0.584 -0.408
C 0.039 0.019 0.088
C -0.064 -0.022 0.055
N -0.040 -0.123 -0.171
C -0.067 0.058 0.227
N 0.124 -0.067 -0.001
N -0.031 0.019 -0.052
N -0.002 -0.064 0.128
C 0.029 0.093 -0.279
C -0.041 -0.027 0.020
C 0.041 -0.037 0.090
C -0.080 0.047 -0.073
C 0.013 0.042 -0.090
C -0.007 -0.023 0.173
H -0.043 -0.007 0.018
H 0.026 0.005 -0.004
H -0.012 0.032 0.038
H -0.032 -0.001 -0.015
H 0.012 0.009 0.024
H 0.003 0.032 -0.057
H 0.037 -0.021 -0.077
H 0.018 0.006 0.005
H -0.018 -0.012 0.012
H 0.004 0.000 0.010
H 0.033 -0.015 0.016

Listed below, in e, are the Mulliken charges computed for each atom: 2.050, -0.696, 0.324, -0.689, -0.348, -0.776, -0.496, 0.036, 0.984, -0.735, -0.688, 0.429, 0.139, 0.028, -0.608, -0.631, 0.054, 0.301, 0.454, 0.394, 0.415, 0.466, 0.379, 0.447, 0.467, 0.240, -1.549, 1.229, -1.231, -1.224, -0.152, -0.610, 0.582, 0.225, -0.665, -0.806, -0.701, -0.972, 0.942, 0.260, -0.665, -0.625, 0.877, -1.443, 0.441, 0.262, 0.333, 0.419, 0.526, 0.302, -0.121, 0.524, 0.436, 0.448, 0.667, 0.383, 0.552, -0.011, -0.325, 0.461, -0.003, -0.651, -0.778, 0.196, -1.053, 0.629, -0.776, -0.501, -0.038, -0.738, -0.704, -0.517, 0.263, 1.101, -0.620, 0.590, 0.472, 0.632, 0.570, 0.459, 0.456, 0.428, 0.385, 0.419, 0.068

No. 5
The following is a DFT calculation (ωB97M-V/def2-TZVPD) of C16H14N4O7S3SbTi as an isolated structure.

Its expectation value of S² is 0.772. For the HOMO-LUMO gap (spin up / spin down), the calculation gives 6.22 / 7.05 eV. The multiplicity is 2. The calculation puts the LUMO energy (spin up / spin down) at -1.33 / -1.27 eV.

Element x y z (Å)
Ti  0.885782  -0.274183  0.057841
C  1.417292  0.028254  -2.772208
C  1.464651  -1.364305  -2.734456
C  2.684004  -2.021172  -2.864400
C  3.843109  -1.288366  -3.043617
C  3.797109  0.103495  -3.109061
C  2.589514  0.757522  -2.983575
H  0.457018  0.526451  -2.779784
H  0.544076  -1.925733  -2.690862
H  2.718211  -3.102494  -2.831658
H  4.794040  -1.798127  -3.141310
H  4.707265  0.670761  -3.262090
H  2.547726  1.837498  -3.043259
O  1.238661  -0.621411  4.057563
C  0.688730  -0.804102  3.004394
O  0.737678  0.122681  2.011907
C  -0.210254  -1.936400  2.619491
C  -1.255963  -2.413009  3.376892
C  -2.278956  -3.083289  2.704327
C  -2.387311  -3.124859  1.329839
C  -1.327909  -2.587587  0.611010
C  -0.164252  -2.236832  1.261834
O  0.974430  -2.046260  0.559004
N  -1.407558  -2.095101  -0.697630
O  -0.734126  -0.924391  -0.870685
O  -2.244007  -2.443038  -1.543202
N  -3.406002  -3.634979  3.495839
O  -3.403867  -3.434634  4.691768
O  -4.295572  -4.191319  2.886674
H  -1.337318  -2.213515  4.436604
H  -3.280816  -3.490496  0.846668
S  1.054644  3.402349  3.106491
Sb  2.389598  1.664446  2.817161
S  2.738677  1.583294  0.305899
S  3.244593  -0.403791  0.318055
C  -1.507920  4.675787  0.536581
N  -1.539778  3.604091  -0.466377
C  -2.168701  3.863702  -1.764264
C  -0.828710  2.505380  -0.314696
N  -0.230478  1.527311  -0.218848
H  -2.527458  5.020983  0.697063
H  -0.886642  5.504117  0.193454
H  -1.099012  4.286577  1.463354
H  -3.196913  4.182688  -1.602247
H  -2.170932  2.950164  -2.352792
H  -1.626353  4.641843  -2.302692

Cartesian forces, eV/Å:
Ti 1.134 0.759 -0.197
C 0.079 -0.057 -0.228
C 0.050 -0.002 -0.210
C -0.014 0.002 0.025
C 0.095 0.041 0.009
C 0.097 -0.102 -0.016
C -0.139 0.110 0.133
H -0.075 0.037 0.119
H -0.028 -0.050 0.159
H 0.010 0.018 -0.014
H -0.027 0.017 0.007
H -0.030 -0.039 0.013
H 0.000 0.003 0.005
O -0.061 0.063 0.044
C -0.312 -0.168 -0.159
O 0.277 -0.152 0.674
C 0.262 0.140 0.054
C -0.213 0.043 0.142
C -0.167 -0.293 0.322
C -0.026 0.038 -0.100
C -0.461 -0.019 -0.518
C 0.769 -0.079 -0.177
O -0.645 -0.487 0.748
N 0.304 -0.122 -0.055
O -0.177 0.042 0.018
O -0.001 -0.009 0.023
N -0.103 0.557 -0.210
O 0.155 -0.144 0.088
O 0.079 -0.183 0.010
H 0.016 -0.027 -0.041
H 0.001 0.017 -0.005
S -0.087 0.139 -0.029
Sb -0.092 -0.084 -0.006
S -0.163 -0.200 -0.298
S -0.268 -0.052 -0.371
C 0.067 -0.174 -0.157
N 0.273 -0.476 0.039
C 0.055 -0.071 0.175
C -0.552 0.906 -0.108
N -0.070 0.012 0.056
H -0.020 0.021 0.025
H -0.009 0.006 -0.019
H 0.039 -0.011 0.059
H -0.020 0.014 -0.006
H -0.013 -0.001 -0.017
H 0.009 0.017 -0.006

Listed below, in e, are the Mulliken charges computed for each atom: 0.666, -0.414, -0.249, -0.496, -0.404, -0.303, -0.696, 0.728, 0.488, 0.399, 0.375, 0.393, 0.384, -0.603, 0.765, -0.575, 0.252, -0.568, -0.229, -0.551, 0.109, 0.612, -0.532, 0.785, -0.413, -0.681, 1.011, -0.608, -0.618, 0.556, 0.580, -0.579, 0.694, -0.290, -0.245, -0.797, 0.081, -0.945, 0.359, -0.179, 0.311, 0.298, 0.169, 0.323, 0.312, 0.322

What are the ΔE to the lowest compared entry with this formula, charge and spin values for these records? In order: 124.8, 107.0, 589.1, 0.0, 111.1 kJ/mol.
What are the strongest force on any atom values for these records? In order: 2.133, 4.947, 0.249, 2.891, 1.378 eV Å⁻¹.
What are the total energy values for these records? In order: -227.52921, -362.87169, -274.89188, -3031.76599, -3648.03072 Eh.